Entry 1:
Formula: C27H36N2O5
Source: the OMol25 dataset
Level of theory: ωB97M-V/def2-TZVPD

Orbital gap (eV): 7.16
Charge: 0
E_HOMO (eV): -6.668
ΔE to the lowest compared entry with this formula, charge and spin (kJ/mol): 410.89

Last column: Mulliken charge in e.
Atoms and positions in Å:
O: -3.13 0.37 -0.38  -0.15
O: -0.13 3.13 -0.42  -0.68
O: -1.60 2.10 -1.69  -0.22
O: -2.35 -0.29 1.64  -0.66
O: 2.57 -0.07 -1.61  -0.82
N: 4.74 -0.98 0.21  0.18
N: 3.63 -2.86 0.09  0.16
C: -0.78 0.75 0.19  2.73
C: -2.18 -3.72 -0.47  -1.05
C: 5.13 0.42 0.17  -0.83
C: -1.40 -2.61 -0.10  0.00
C: 4.94 -3.17 0.43  -0.52
C: -2.71 3.37 -3.31  -1.20
C: 2.05 1.80 2.55  -0.96
C: 2.58 -3.85 -0.08  -0.82
C: -1.12 -1.59 -1.03  0.36
C: -2.19 0.30 0.56  -0.86
C: 5.64 -2.01 0.52  -0.48
C: -0.19 -0.40 -0.59  0.10
C: -1.50 3.33 -2.44  -0.30
C: -5.37 -0.04 -1.04  -1.29
C: 1.32 2.84 3.41  -0.87
C: -0.80 2.11 -0.63  -0.63
C: -0.06 1.10 1.50  -0.54
C: -0.84 2.14 2.32  -0.67
C: -1.54 -1.72 -2.34  0.08
C: 3.52 -1.52 -0.05  0.02
C: -2.23 -2.88 -2.74  -0.85
C: -0.16 2.45 3.65  -0.97
C: 1.06 -1.00 0.00  -0.73
C: -2.61 -3.85 -1.80  -0.45
C: 1.33 1.66 1.23  -0.33
C: 2.34 -0.82 -0.64  0.39
C: -4.29 -0.50 -0.12  0.01
H: 0.07 0.14 2.04  1.04
H: -1.89 1.82 2.45  0.31
H: -3.20 -4.72 -2.10  0.40
H: 6.68 -1.81 0.71  0.43
H: -3.98 -1.53 -0.33  0.00
H: -1.49 4.18 -1.75  0.33
H: 1.86 1.08 0.48  0.23
H: 1.81 3.01 4.37  0.43
H: 1.87 -3.57 -0.86  0.35
H: 4.53 0.96 -0.57  0.36
H: -0.83 3.06 1.72  0.26
H: 3.08 -4.78 -0.36  0.36
H: -1.28 -0.90 -3.04  0.36
H: 2.02 0.82 3.04  0.34
H: -2.48 -2.99 -3.81  0.38
H: -2.65 2.64 -4.13  0.29
H: -0.72 3.24 4.16  0.45
H: 5.00 0.92 1.15  0.24
H: 2.00 -4.02 0.84  0.28
H: 1.20 2.67 0.85  0.29
H: -0.56 3.30 -3.01  0.30
H: -6.30 -0.58 -0.81  0.41
H: 5.26 -4.21 0.51  0.41
H: 1.32 3.80 2.88  0.31
H: -0.24 1.55 4.28  0.33
H: -1.08 -2.45 0.95  0.31
H: -2.79 4.37 -3.75  0.42
H: -4.55 -0.42 0.94  0.37
H: -3.59 3.15 -2.70  0.26
H: 1.09 -1.74 0.82  0.21
H: 3.11 2.02 2.40  0.36
H: -5.47 1.04 -0.92  0.30
H: -5.14 -0.25 -2.09  0.28
H: 6.18 0.45 -0.13  0.36
H: -0.02 0.18 -1.49  0.73
H: -2.51 -4.42 0.32  0.37

Entry 2:
Formula: C27H36N3O
Source: the OMol25 dataset
Level of theory: ωB97M-V/def2-TZVPD

Orbital gap (eV): 5.98
Charge: +1
E_HOMO (eV): -10.968
ΔE to the lowest compared entry with this formula, charge and spin (kJ/mol): 21.64

Last column: Mulliken charge in e.
Atoms and positions in Å:
O: 3.93 3.29 -0.24  -0.68
N: 0.69 1.90 -0.01  0.63
N: 1.75 3.89 0.21  0.28
N: -1.18 -3.76 -0.59  -0.24
C: -0.43 3.96 -0.88  -1.48
C: 2.68 0.65 0.86  -0.56
C: -6.78 1.21 0.66  -0.32
C: -4.03 0.57 0.28  0.73
C: -2.36 -4.43 -1.11  -0.30
C: -5.81 2.22 0.69  -0.80
C: 6.01 -0.37 -0.67  -0.75
C: 0.40 3.32 0.25  -0.03
C: 2.02 5.29 0.40  -0.93
C: -0.25 0.94 -0.08  0.07
C: 5.05 0.74 1.71  -0.32
C: 0.07 -4.29 -1.13  -0.52
C: -5.04 -0.43 0.26  -0.20
C: 0.21 -5.79 -0.88  -0.66
C: -0.18 3.54 1.65  -1.47
C: -2.31 -5.94 -0.86  -0.72
C: 2.11 1.61 -0.19  -0.07
C: -1.02 -6.56 -1.40  -0.72
C: -6.38 -0.12 0.45  -0.79
C: 6.43 0.56 1.53  -0.63
C: -2.64 0.23 0.09  -0.72
C: 4.63 -0.18 -0.49  -0.25
C: 2.74 3.00 -0.09  0.30
C: 6.90 0.00 0.34  -0.41
C: -4.46 1.92 0.51  -0.24
C: -1.61 1.17 0.10  0.79
C: 4.16 0.39 0.69  0.55
H: -2.40 -0.82 -0.06  0.24
H: 1.67 5.62 1.39  0.31
H: 6.37 -0.80 -1.61  0.37
H: 0.52 3.14 2.39  0.32
H: 0.91 -3.76 -0.64  0.31
H: -3.73 2.73 0.54  0.36
H: -2.48 -4.26 -2.20  0.34
H: -3.18 -6.41 -1.33  0.35
H: 2.30 1.22 -1.21  0.34
H: -4.72 -1.47 0.10  0.43
H: 2.49 1.09 1.85  0.35
H: -3.24 -4.01 -0.61  0.15
H: 1.12 -6.16 -1.37  0.34
H: 4.65 1.19 2.62  0.31
H: -7.83 1.46 0.81  0.39
H: 0.31 -5.97 0.19  0.32
H: 0.11 3.83 -1.83  0.36
H: -0.57 5.02 -0.68  0.47
H: -1.03 -6.50 -2.49  0.32
H: 0.14 -4.11 -2.22  0.35
H: -6.10 3.26 0.86  0.39
H: 7.11 0.85 2.33  0.37
H: 7.98 -0.14 0.19  0.38
H: -1.14 3.02 1.78  0.43
H: -1.23 -2.75 -0.73  0.05
H: -0.95 -7.61 -1.11  0.30
H: -2.37 -6.13 0.22  0.33
H: -7.13 -0.91 0.43  0.39
H: 1.51 5.90 -0.36  0.30
H: 0.12 -0.07 -0.29  0.65
H: 2.11 -0.29 0.80  0.37
H: 3.91 -0.46 -1.27  0.34
H: -0.33 4.61 1.83  0.48
H: -1.41 3.48 -0.98  0.40
H: 3.10 5.46 0.32  0.38
H: -1.90 2.20 0.28  -0.82

Entry 3:
Formula: C27H36N3O4PRuSi
Source: the OMol25 dataset
Level of theory: ωB97M-V/def2-TZVPD

Orbital gap (alpha / beta) (eV): 7.21 / 6.76
2S+1: 6
Charge: +1
E_HOMO (alpha / beta) (eV): -10.392 / -11.326
ΔE to the lowest compared entry with this formula, charge and spin (kJ/mol): 0.00

Last column: Mulliken spin population.
Atoms and positions in Å:
Ru: -0.35 0.08 0.24  4.17
P: 2.19 -0.41 -0.37  0.15
Si: -0.88 3.97 -3.07  0.00
O: 0.79 0.67 2.14  0.10
O: -1.91 0.16 1.68  0.15
O: -3.86 1.90 7.30  0.00
O: -1.76 2.30 7.53  0.00
N: -0.54 -2.27 0.66  0.05
N: -2.72 1.93 6.89  0.00
N: -2.21 -0.94 -0.98  0.12
C: 1.79 -2.56 -2.12  0.02
C: 4.71 -1.38 0.59  0.01
C: -3.37 0.58 3.47  0.02
C: -3.57 1.01 4.75  0.00
C: 3.20 -1.37 0.82  0.02
C: -1.19 -4.43 -0.21  0.01
C: 4.13 1.42 -1.43  0.01
C: -2.48 1.46 5.52  0.01
C: -0.74 2.56 -1.87  0.46
C: -2.13 -2.36 -1.12  -0.09
C: 2.94 1.26 -0.49  0.00
C: -2.79 -3.08 -2.07  0.02
C: -0.39 -5.04 0.77  0.00
C: -2.66 -4.49 -2.12  0.00
C: 0.36 1.04 3.24  -0.01
C: 0.86 4.40 -3.59  0.01
C: -1.89 3.37 -4.52  0.01
C: -0.98 1.02 3.71  0.00
C: -2.07 0.57 2.90  0.02
C: 0.20 -2.87 1.57  0.02
C: 0.28 -4.27 1.68  0.00
C: -1.91 -5.15 -1.20  0.01
C: -0.60 1.64 -1.07  -0.32
C: -1.22 1.47 5.02  0.00
C: 2.44 -1.19 -2.00  0.00
C: -1.71 5.39 -2.19  0.01
C: -1.27 -3.03 -0.20  0.05
H: -1.80 6.25 -2.86  0.00
H: 2.13 1.92 -0.81  0.00
H: 2.96 -0.96 1.80  0.00
H: -1.44 2.50 -4.99  0.00
H: 2.03 -0.50 -2.74  0.00
H: 2.16 -3.26 -1.37  0.00
H: -3.20 -5.03 -2.88  0.00
H: 3.18 1.55 0.53  0.00
H: -1.13 5.70 -1.32  0.00
H: -1.84 -6.23 -1.21  0.00
H: -2.71 5.11 -1.86  0.00
H: -1.97 4.15 -5.28  0.00
H: 1.10 1.42 3.96  0.01
H: 0.86 5.24 -4.28  0.00
H: 0.90 -4.71 2.45  0.00
H: 2.80 -2.39 0.80  0.00
H: 0.70 -2.49 -2.01  -0.01
H: 5.19 -2.06 1.30  0.00
H: -2.86 -0.66 -0.25  -0.02
H: -4.56 1.02 5.19  0.00
H: -2.90 3.10 -4.21  0.00
H: -4.19 0.24 2.86  0.00
H: 1.99 -3.00 -3.10  0.00
H: 3.85 1.24 -2.46  0.00
H: 4.51 2.44 -1.37  0.00
H: 4.96 0.75 -1.18  0.00
H: -0.40 1.82 5.64  0.00
H: 1.34 3.55 -4.09  0.00
H: -3.44 -2.58 -2.77  0.00
H: -2.47 -0.47 -1.84  -0.01
H: 3.52 -1.25 -2.19  0.00
H: 0.76 -2.23 2.24  0.00
H: 5.14 -0.39 0.75  0.00
H: 4.97 -1.72 -0.41  0.00
H: 1.47 4.67 -2.72  0.00
H: -0.32 -6.12 0.80  0.00